Computed, not measured: the molecule C5H11NO, with ωB97M-V/def2-TZVPD.

Computed properties:
Maximum force, eV Å⁻¹: 2.4
Structure (SMILES): CC(C)CNC=O
Molecular weight, g/mol: 101.149
Relative energy (zero: lowest compared OMol25 entry of this formula, charge and spin), eV: 0.8810
LUMO, eV: 0.95
Calculated total energy, hartree: -327.09897
Orbital gap, eV: 10.600

```
! RIJCOSX wB97M-V def2-TZVPD def2/J DEFGRID3
* xyz 0 1
C 0.4159 0.1965 -1.4656
C 0.8160 -0.1372 -0.0392
C 1.6030 -1.4341 0.0763
C -0.3071 -0.0214 1.0495
N -1.1122 1.1822 0.8452
C -2.3909 1.0640 0.3369
O -2.8594 -0.0486 0.1845
H 1.3884 0.2428 -2.0679
H -0.2617 -0.4647 -1.9930
H 0.0732 1.2287 -1.4549
H 1.6044 0.5863 0.2740
H 1.8565 -1.7317 1.0763
H 2.4735 -1.3931 -0.5882
H 1.0017 -2.3040 -0.1465
H 0.1402 -0.0282 2.0549
H -0.8920 -0.9293 0.8872
H -0.5715 2.0219 0.7061
H -2.9780 1.9699 0.2646
*
```



Computed, not measured: the molecule C3H7NO, with ωB97M-V/def2-TZVPD.

Computed properties:
Maximum force, eV Å⁻¹: 5.0
Structure (SMILES): C=[N+]([O-])CC
Molecular weight, g/mol: 73.095
Relative energy (zero: lowest compared OMol25 entry of this formula, charge and spin), eV: 3.9530
LUMO, eV: 0.75
Calculated total energy, hartree: -248.38122
Orbital gap, eV: 9.282

```
! RIJCOSX wB97M-V def2-TZVPD def2/J DEFGRID3
* xyz 0 1
C 1.6468 0.2954 0.6550
N 0.9264 0.3574 -0.5006
O 1.2483 1.1628 -1.4107
C -0.3019 -0.4418 -0.6894
C -1.3376 0.0589 0.2541
H 2.5918 0.7724 0.8349
H 1.0961 -0.4576 1.2342
H -0.2339 -1.4583 -0.3476
H -0.7220 -0.5212 -1.6943
H -1.6300 1.0685 0.2410
H -2.1675 -0.6608 0.1325
H -1.1166 -0.1757 1.2909
*
```



Computed, not measured: a 4-piece molecular cluster, C12H28BINO6P overall, with ωB97M-V/def2-TZVPD.

Computed properties:
Maximum force, eV Å⁻¹: 0.4
Structure (SMILES): CCOC(C)=O.CCOC(C)=O.CCOC(C)=O.N=[PH2]BI
Molecular weight, g/mol: 451.047
LUMO, eV: -0.48
Calculated total energy, hartree: -1644.08549
Orbital gap, eV: 7.883

```
! RIJCOSX wB97M-V def2-TZVPD def2/J DEFGRID3
* xyz 0 1
C 4.6996 -1.3507 -4.0614
C 3.7924 -2.1747 -3.1748
O 2.5995 -1.4619 -2.8097
C 1.4977 -1.4144 -3.5862
C 1.5522 -1.9539 -4.9954
O 0.5127 -0.9001 -3.1305
H 4.2331 -1.1228 -5.0202
H 5.6222 -1.8984 -4.2545
H 4.9521 -0.4122 -3.5689
H 3.5332 -3.1329 -3.6259
H 4.2634 -2.3868 -2.2169
H 1.7703 -1.1194 -5.6628
H 0.5650 -2.3329 -5.2429
H 2.2978 -2.7264 -5.1567
C -2.4190 -1.1002 -2.3990
C -2.8285 -2.4827 -1.9407
O -2.2498 -2.8179 -0.6722
C -2.7896 -2.4526 0.5064
C -4.0543 -1.6266 0.5411
O -2.1929 -2.7545 1.5053
H -2.7957 -0.3259 -1.7296
H -2.8162 -0.9077 -3.3961
H -1.3320 -1.0253 -2.4400
H -3.9117 -2.6041 -1.9089
H -2.4346 -3.2429 -2.6124
H -3.7630 -0.5776 0.6066
H -4.5921 -1.8823 1.4492
H -4.7035 -1.7466 -0.3208
C -0.2184 2.6828 4.5693
C -0.0395 3.8478 3.6197
O -1.2488 4.5905 3.4320
C -1.6582 5.5461 4.2968
C -0.8898 5.7741 5.5814
O -2.6496 6.1649 4.0326
H -0.4682 3.0152 5.5770
H 0.7028 2.1012 4.6196
H -1.0159 2.0313 4.2126
H 0.7714 4.5071 3.9317
H 0.2017 3.4793 2.6246
H -1.3753 5.1928 6.3659
H -0.9838 6.8251 5.8380
H 0.1585 5.4936 5.5479
N 2.2309 -2.8015 0.1638
P 1.2198 -2.0763 1.1352
B 0.6325 -0.4661 0.3067
I 1.5542 1.3379 0.8372
H 2.3743 -2.3007 -0.7047
H 0.0911 -2.8041 1.5217
H 1.7432 -1.7254 2.3924
H -0.1410 -0.4810 -0.5834
*
```



Computed, not measured: C4H5NO2 as an isolated structure, with ωB97M-V/def2-TZVPD.

Computed properties:
Maximum force, eV Å⁻¹: 2.5
Molecular weight, g/mol: 99.089
Relative energy (zero: lowest compared OMol25 entry of this formula, charge and spin), eV: 4.0039
LUMO, eV: 0.09
Calculated total energy, hartree: -360.52228
Orbital gap, eV: 9.043

```
! RIJCOSX wB97M-V def2-TZVPD def2/J DEFGRID3
* xyz 0 1
C 0.6246 1.5082 0.3259
C 0.0967 0.2851 -0.3293
C 0.8308 -0.8446 -0.6957
O -0.1805 -1.7335 -1.3337
C -0.9529 -1.4527 -0.2824
O -0.9825 -2.0744 0.7446
N -1.2620 -0.0126 -0.4120
H 0.3274 2.4055 -0.2332
H 0.2328 1.6047 1.3448
H 1.7157 1.4662 0.3521
H 1.0141 -1.4450 0.2509
H -1.7924 0.3377 0.3814
*
```



Computed, not measured: the molecule C19H22FN3O3S, with ωB97M-V/def2-TZVPD.

Computed properties:
Maximum force, eV Å⁻¹: 0.9
Structure (SMILES): O=C(CSc1nc(O)c(Cc2ccccc2F)c(=O)[nH]1)N1CCCCCC1
Molecular weight, g/mol: 391.468
Relative energy (zero: lowest compared OMol25 entry of this formula, charge and spin), eV: 0.3252
LUMO, eV: 0.42
Calculated total energy, hartree: -1625.31790
Orbital gap, eV: 8.779

```
! RIJCOSX wB97M-V def2-TZVPD def2/J DEFGRID3
* xyz 0 1
O -2.5296 -1.0847 -1.6025
C -2.8077 -0.1064 -0.9305
C -2.5741 1.2903 -1.5070
S -1.5244 2.4268 -0.5334
C -0.2264 1.3361 -0.1074
N -0.3614 0.1127 -0.4736
C 0.6076 -0.7846 -0.1747
O 0.3584 -2.0221 -0.6050
C 1.7313 -0.4391 0.5290
C 2.8254 -1.4267 0.8288
C 4.1770 -0.8832 0.4553
C 5.2428 -0.9019 1.3437
C 6.4826 -0.4001 0.9893
C 6.6833 0.1381 -0.2695
C 5.6388 0.1708 -1.1761
C 4.4110 -0.3382 -0.8013
F 3.4032 -0.2976 -1.7083
C 1.8957 0.9220 0.9657
O 2.8150 1.3882 1.6052
N 0.8311 1.7807 0.5898
N -3.3618 -0.2118 0.2905
C -3.9654 0.8595 1.0498
C -5.4664 1.0065 0.7783
C -6.2579 -0.2893 0.9599
C -5.9482 -1.3289 -0.1219
C -4.7822 -2.2648 0.2050
C -3.5659 -1.5515 0.8105
H -3.5149 1.8250 -1.6395
H -2.0889 1.1573 -2.4738
H -0.4748 -1.9922 -1.1101
H 2.6185 -2.3399 0.2650
H 2.8239 -1.6660 1.8952
H 5.0918 -1.3096 2.3319
H 7.2932 -0.4233 1.7018
H 7.6473 0.5364 -0.5470
H 5.7602 0.5863 -2.1644
H 0.9189 2.7530 0.8609
H -3.8108 0.6412 2.1112
H -3.4676 1.8047 0.8337
H -5.8528 1.7683 1.4584
H -5.6171 1.3668 -0.2420
H -7.3194 -0.0372 0.9098
H -6.0701 -0.7090 1.9496
H -6.8312 -1.9478 -0.2922
H -5.7371 -0.8092 -1.0591
H -4.4795 -2.7621 -0.7167
H -5.1072 -3.0312 0.9108
H -2.6676 -2.1369 0.5975
H -3.6739 -1.4682 1.8932
*
```



Computed, not measured: C10H10N3ORuSTe4 as an isolated structure, with ωB97M-V/def2-TZVPD.

Computed properties:
Maximum force, eV Å⁻¹: 1.4
Molecular weight, g/mol: 831.747
LUMO (spin up / spin down), eV: -5.48 / -5.37
Calculated total energy, hartree: -2191.54834
Orbital gap (spin up / spin down), eV: 4.883 / 5.262

```
! RIJCOSX wB97M-V def2-TZVPD def2/J DEFGRID3
* xyz 1 1
Ru -1.3699 1.4417 -0.3050
O 0.7115 1.3936 -0.5806
N 1.4817 1.6005 0.4880
C 2.8094 1.7248 0.2577
C 3.6802 1.9091 1.2951
C 3.1780 1.9714 2.5983
C 1.8261 1.8516 2.8057
C 0.9549 1.6622 1.7261
S -0.7616 1.5221 1.9214
H 3.0832 1.6642 -0.7841
H 4.7349 2.0073 1.0874
H 3.8453 2.1200 3.4355
H 1.3977 1.9055 3.7963
Te -3.8615 1.3736 0.1137
Te -4.2129 4.0086 -0.0166
Te -1.5242 4.0939 -0.5695
Te -1.4031 2.5766 -2.7257
N -0.9469 -4.6889 -1.5316
C -1.0606 -3.3738 -1.2615
C -2.0329 -2.5754 -1.8861
C -2.1120 -1.2435 -1.5769
N -1.3005 -0.6334 -0.6927
C -0.3645 -1.3942 -0.1001
C -0.2136 -2.7339 -0.3422
H -1.5574 -5.1378 -2.1895
H -0.2488 -5.2519 -1.0815
H -2.7166 -2.9961 -2.6106
H -2.8488 -0.6170 -2.0622
H 0.2777 -0.8947 0.6110
H 0.5555 -3.2864 0.1801
*
```



- Which formula does entry 6 have?
  C10H10N3ORuSTe4